(1)
The following is a DFT calculation (ωB97M-V/def2-TZVPD) of a molecular structure, C3HLuO3.

Its spin multiplicity is 2. The LUMO energy (alpha / beta) is -5.4 / -7.5 eV. The charge is +1. For the relative energy (zero: lowest compared OMol25 entry of this formula, charge and spin), the calculation gives 3.2882 eV. The total energy is -1575.629886 hartree. The strongest force on any atom comes out at 8.8 eV/A. The HOMO-LUMO gap (alpha / beta) comes out at 7.111 / 4.533 eV. The expectation value of S² is 0.766.

```
8
C3HLuO3 (ωB97M-V/def2-TZVPD)
C -1.293 0.713 -0.197
C -0.106 0.407 -0.145
O -2.583 0.887 -0.048
H -3.011 1.140 -0.877
O 0.382 -1.896 0.632
C 1.622 -1.857 0.639
O 2.451 -1.009 0.563
Lu 2.539 1.615 -0.567
```

Mulliken atomic charge list, values in e, 2 entries: C 0.319; C -0.400


(2)
The following is a DFT calculation (ωB97M-V/def2-TZVPD) of a molecular structure, C34H51CoN6P.

Its spin multiplicity is 4. The LUMO energy (alpha / beta) is 0.2 / 0.1 eV. The charge is 0. For the relative energy (zero: lowest compared OMol25 entry of this formula, charge and spin), the calculation gives 0.3482 eV. The total energy is -3378.787093 hartree. The strongest force on any atom comes out at 2.0 eV/A. The HOMO-LUMO gap (alpha / beta) comes out at 6.034 / 7.062 eV. The expectation value of S² is 3.786.

```
93
C34H51CoN6P (ωB97M-V/def2-TZVPD)
Co -0.510 -0.397 -0.297
C -2.378 1.549 -3.071
C -0.939 1.911 -2.698
C -0.113 2.241 -3.940
C -0.935 3.039 -1.697
C -1.330 4.299 -2.104
C -1.340 5.365 -1.224
C -1.018 5.143 0.101
C -0.627 3.894 0.556
C -0.453 3.704 2.047
C 0.478 4.748 2.666
C -1.836 3.783 2.704
C -0.520 2.826 -0.366
N 0.008 1.600 0.007
C 1.173 1.619 0.661
C 1.732 0.451 1.152
N 1.104 -0.714 0.995
C 1.690 -1.845 1.542
C 2.073 -1.941 2.900
C 2.843 -3.027 3.300
C 3.177 -4.055 2.444
C 2.682 -4.028 1.153
C 1.956 -2.945 0.696
C 1.525 -2.920 -0.748
C 0.811 -4.201 -1.176
C 2.733 -2.642 -1.642
C 1.663 -1.021 4.037
C 0.248 -0.460 3.916
C 2.698 0.078 4.328
H -2.400 0.805 -3.864
H -2.912 2.433 -3.410
H -2.893 1.136 -2.204
H -0.479 1.045 -2.208
H -0.536 3.074 -4.496
H -0.076 1.380 -4.605
H 0.906 2.503 -3.661
H -1.618 4.466 -3.131
H -1.607 6.356 -1.558
H -1.073 5.963 0.801
H -0.038 2.711 2.243
H -0.015 5.716 2.718
H 1.385 4.859 2.077
H 0.752 4.452 3.676
H -2.311 4.730 2.456
H -1.758 3.702 3.788
H -2.472 2.982 2.335
H 1.726 2.553 0.751
H 2.715 0.480 1.613
H 3.182 -3.061 4.325
H 3.791 -4.879 2.777
H 2.897 -4.848 0.482
H 0.822 -2.080 -0.858
H 1.508 -5.031 -1.258
H 0.340 -4.057 -2.147
H 0.043 -4.468 -0.453
H 3.472 -3.434 -1.532
H 3.196 -1.698 -1.364
H 2.429 -2.589 -2.686
H 1.651 -1.673 4.920
H 0.095 0.085 2.990
H 0.045 0.207 4.751
H -0.461 -1.285 3.950
H 2.420 1.021 3.865
H 3.678 -0.215 3.959
H 2.781 0.239 5.401
C -4.788 -3.002 1.417
N -4.077 -2.342 2.497
C -4.790 -1.131 2.865
N -5.001 -0.224 1.749
C -5.680 -0.934 0.680
N -4.999 -2.147 0.262
C -3.749 -1.851 -0.406
P -2.523 -0.910 0.661
C -2.704 -2.055 2.133
C -3.752 0.354 1.297
H -5.766 -3.323 1.793
H -4.213 -3.876 1.102
H -4.215 -0.609 3.633
H -5.768 -1.416 3.269
H -5.769 -0.268 -0.182
H -6.682 -1.207 1.031
H -3.966 -1.266 -1.306
H -3.287 -2.796 -0.715
H -2.210 -1.584 2.986
H -2.187 -2.996 1.914
H -3.962 1.085 0.509
H -3.287 0.883 2.136
C -0.787 -2.036 -4.440
C -0.902 -1.598 -3.080
N -1.010 -1.262 -1.981
H -1.661 -1.718 -5.007
H -0.729 -3.124 -4.470
H 0.105 -1.614 -4.901
```

Mulliken atomic charge list, values in e, 2 entries: Co -0.492; C -1.183


(3)
The following is a DFT calculation (ωB97M-V/def2-TZVPD) of 2 unconnected molecules or ions with the total composition C19H36F3N2O6S.

The LUMO energy is -3.6 eV. The charge is +1. The total energy is -2003.908919 hartree. The strongest force on any atom comes out at 1.9 eV/A. The HOMO-LUMO gap comes out at 7.450 eV.

```
67
C19H36F3N2O6S (ωB97M-V/def2-TZVPD)
C 0.486 3.669 0.546
C 0.020 3.614 -0.891
O -1.403 3.681 -1.012
C -1.972 2.408 -0.835
C -2.024 1.678 -2.184
C -2.120 0.158 -2.136
F -1.939 -0.273 -3.424
N -3.509 -0.312 -1.770
O -3.813 -1.569 -2.309
C -3.692 -0.306 -0.276
C -2.540 -0.891 0.538
F -2.599 -2.266 0.507
N -2.635 -0.405 1.871
C -3.211 -1.104 2.788
C -2.521 -1.224 4.104
C -4.565 -1.761 2.689
O -1.276 -0.512 0.099
C -1.031 -0.547 -1.280
F 0.090 0.225 -1.461
C -0.656 -1.939 -1.786
C 0.237 -2.668 -0.779
C 1.209 -3.593 -1.535
C 2.368 -4.028 -0.657
O 2.223 -4.936 0.146
O 3.572 -3.399 -0.791
C 3.526 -1.980 -0.619
C 3.221 -1.544 0.820
H 0.098 4.546 1.054
H 1.569 3.612 0.606
H 0.138 2.786 1.086
H 0.435 2.752 -1.417
H 0.398 4.498 -1.400
H -1.383 1.880 -0.086
H -2.972 2.542 -0.425
H -2.923 2.027 -2.703
H -1.191 1.911 -2.835
H -4.176 0.359 -2.157
H -4.601 -1.485 -2.862
H -3.919 0.708 0.032
H -4.581 -0.896 -0.077
H -3.063 -0.590 4.816
H -2.583 -2.241 4.482
H -1.515 -0.832 4.045
H -4.510 -2.558 1.947
H -4.845 -2.158 3.655
H -5.284 -1.034 2.322
H -0.072 -1.759 -2.684
H -1.517 -2.523 -2.101
H -0.330 -3.294 -0.102
H 0.839 -1.927 -0.264
H 0.715 -4.512 -1.839
H 1.570 -3.126 -2.451
H 4.514 -1.611 -0.876
H 2.848 -1.506 -1.330
H 2.472 -0.753 0.781
H 2.780 -2.347 1.405
H 4.102 -1.151 1.313
C 4.900 3.882 -0.068
S 4.436 2.206 0.380
O 3.205 2.301 1.215
C 5.810 1.918 1.499
H 4.141 4.275 -0.741
H 4.951 4.499 0.829
H 5.864 3.867 -0.576
H 5.799 2.667 2.291
H 6.745 1.964 0.942
H 5.690 0.926 1.931
```

Mulliken atomic charge list, values in e, 2 entries: C -0.828; C -0.011